(w)
DFT (ωB97M-V/def2-TZVPD) results for an isolated molecule of C6H7N3.

Geometry as XYZ:
```
16
Properties=species:S:1:pos:R:3:lowdin_charge:R:1
C 0.4149 -1.1071 2.0750 -0.199
C -0.9053 0.2990 1.1632 -0.084
C -0.8501 0.0529 -1.9568 -0.110
C 1.1993 0.0069 -0.1401 -0.106
C -0.9329 1.2961 -1.1322 0.062
C 0.4244 0.5782 -1.2762 -0.289
N -0.6449 -1.0013 2.7834 -0.022
N -1.5363 -0.1765 2.2140 0.006
N 0.3177 -0.2989 0.9986 -0.066
H 1.2776 -1.8109 2.1616 0.139
H -1.2742 -0.9439 -1.6841 0.120
H -0.8634 0.3168 -3.0749 0.128
H 1.7844 -0.8172 -0.4439 0.115
H 1.8245 0.8664 0.2276 0.147
H -1.3766 1.5786 -0.1604 0.055
H 1.1409 1.1609 -1.7547 0.105
```

Properties
frontier orbital gap (alpha / beta): 8.8 / 8.2 eV
total charge: 0
E_HOMO (alpha / beta): -9.53 / -9.31 eV

(x)
DFT (ωB97M-V/def2-TZVPD) results for an isolated molecule of C6H7N3.

Geometry as XYZ:
```
16
Properties=species:S:1:pos:R:3:lowdin_charge:R:1
C -1.7966 0.4564 0.5733 -0.090
C -1.6154 -0.4805 -0.4276 -0.167
N -0.6290 -1.1149 -1.1331 0.019
C 0.6398 -1.2351 -1.3719 -0.167
C 1.8804 -0.6121 -0.8998 -0.080
C 1.9044 0.3279 0.0558 -0.101
N 0.8526 0.3426 0.9086 -0.027
N 0.2638 1.4208 1.4631 0.036
C -1.0307 1.3658 1.3830 -0.165
H -2.8524 0.6437 0.7382 0.084
H -2.5943 -0.8771 -0.7874 0.104
H 0.8737 -1.8857 -2.2320 0.098
H 2.7201 -0.8952 -1.5340 0.094
H 2.7322 1.0097 0.2772 0.129
H 0.2543 -0.4682 0.9148 0.126
H -1.6029 2.0019 2.0717 0.108
```

Properties
frontier orbital gap: 8.5 eV
total charge: 0
E_HOMO: -8.77 eV
SMILES: c1cnccc[nH]nc1

Relative energies, unit kJ/mol: (w) 314.6; (x) 0.0